Density functional theory data (wB97M-V/def2-TZVPD) for the molecule C3H6ClP at a distorted geometry.

XYZ file:
```
11
Properties=species:S:1:pos:R:3:forces:R:3:mulliken_charge:R:1
C -0.9108 1.3450 -1.5166 0.77 -2.80 1.18 -1.021
P -1.0003 -0.2888 -0.6287 0.52 0.08 1.30 0.004
C 0.1878 -0.1051 0.5928 -1.48 -3.59 -0.63 0.346
C 0.6530 -1.4454 1.3625 -2.85 2.99 0.49 -1.115
Cl 1.2363 1.1727 0.6766 1.14 1.65 0.54 -0.180
H -0.8990 2.0426 -0.7453 -0.60 1.86 0.70 0.313
H 0.0742 1.2416 -1.8774 1.25 0.47 -0.99 0.322
H -1.6214 1.2863 -2.2778 -1.22 0.73 -1.02 0.333
H 1.6538 -1.4479 1.1971 3.19 -0.22 0.06 0.378
H 0.3716 -1.5931 2.4296 0.23 0.59 -0.77 0.257
H 0.2547 -2.2080 0.7872 -0.96 -1.75 -0.87 0.362
```
Positions in Å, forces in eV/Å.

Calculated values
LUMO level   0.273 eV
Relative energy (zero: lowest compared OMol25 entry of this formula, charge and spin)   101.8 kJ/mol
HOMO level   -8.61 eV
SMILES string   C/P=C(/C)Cl
Kohn-Sham gap   8.8820 eV
E_tot   -919.3835 Ha
Charge   0

=====

Density functional theory data (wB97M-V/def2-TZVPD) for a structure of composition C3H6CuO3 at a distorted geometry.

XYZ file:
```
13
Properties=species:S:1:pos:R:3:forces:R:3:mulliken_charge:R:1
O 1.2856 1.3865 0.8723 -0.65 1.14 1.15 -0.565
Cu -0.2609 1.4990 -0.0452 0.85 0.92 0.06 0.714
C -2.5622 -0.5414 0.0904 -0.64 -0.19 0.19 -0.625
O -1.1947 -0.1308 0.0144 -0.34 -0.43 -0.28 -0.251
C -0.2302 -1.1763 0.1074 0.29 -0.66 0.49 0.035
C 1.0946 -0.5444 -0.2540 1.92 -1.76 -0.86 0.001
O 2.2000 -0.9868 -0.1909 -2.08 0.73 -0.08 -0.312
H -3.1701 0.3357 -0.1507 0.09 -0.29 0.03 0.298
H -2.7387 -1.3486 -0.6318 0.00 0.26 0.14 0.281
H -2.7864 -0.8839 1.1088 0.04 0.07 -0.26 0.297
H -0.4630 -1.9745 -0.6135 0.15 0.18 0.16 0.396
H -0.1916 -1.5734 1.1352 -0.08 0.05 -0.29 0.376
H 2.1710 1.6180 0.5826 0.44 -0.01 -0.45 0.357
```
Positions in Å, forces in eV/Å.

Calculated values
Multiplicity   3
LUMO level (spin up / spin down)   -5.112 / -7.799 eV
Relative energy (zero: lowest compared OMol25 entry of this formula, charge and spin)   54.6 kJ/mol
HOMO level (spin up / spin down)   -12.69 / -15.58 eV
Kohn-Sham gap (spin up / spin down)   7.5795 / 7.7832 eV
E_tot   -1983.6684 Ha
Charge   +1
<S²>   2.0102

=====

Density functional theory data (wB97M-V/def2-TZVPD) for a structure of composition C3H6F2 at a distorted geometry.

XYZ file:
```
11
Properties=species:S:1:pos:R:3:forces:R:3:mulliken_charge:R:1
C 0.7867 0.3989 -0.0094 0.90 -2.30 -2.77 -1.051
C -0.3893 -0.4060 -0.5197 -2.39 1.14 4.47 -0.710
C -2.0484 -0.0634 0.3711 4.69 0.16 -1.02 0.281
F -3.0051 -0.9545 -0.0191 0.86 0.89 0.77 -0.231
F -2.3653 1.1859 -0.0524 -0.66 -0.16 -0.10 -0.251
H 0.5945 1.3317 -0.3753 0.07 3.09 -0.08 0.334
H 0.8027 0.2582 1.0050 0.76 0.31 2.62 0.379
H 1.7749 0.0447 -0.5466 -1.88 0.44 1.25 0.254
H -0.5303 -0.1098 -1.4740 -1.04 -0.03 -3.29 0.384
H -0.1363 -1.3696 -0.2571 -0.28 -2.61 -0.37 0.390
H -1.8049 0.0558 1.4903 -1.03 -0.94 -1.47 0.221
```
Positions in Å, forces in eV/Å.

Calculated values
LUMO level   1.136 eV
Relative energy (zero: lowest compared OMol25 entry of this formula, charge and spin)   219.7 kJ/mol
HOMO level   -10.18 eV
Kohn-Sham gap   11.3188 eV
E_tot   -317.5599 Ha
Charge   0

=====

Density functional theory data (wB97M-V/def2-TZVPD) for the molecule C3H6F2 at a distorted geometry.

XYZ file:
```
11
Properties=species:S:1:pos:R:3:forces:R:3:mulliken_charge:R:1
C -1.2511 0.2065 0.2830 0.23 -3.22 -1.00 -0.896
C 0.0439 -0.4412 -0.6445 0.18 -2.80 6.05 -0.675
C 1.2390 0.1615 0.1440 -3.55 -0.70 2.02 0.289
F 2.5331 -0.2461 0.1407 -0.63 0.28 -0.96 -0.253
F 1.0248 1.3874 -0.3406 2.51 3.28 -0.03 -0.231
H -2.0910 -0.0995 -0.3877 0.16 0.90 0.78 0.306
H -1.4862 -0.4189 1.3390 1.19 1.92 -2.89 0.267
H -1.1064 1.3071 0.3765 -0.38 -1.12 0.10 0.317
H 0.1624 -1.5315 -0.5220 -0.86 -0.13 0.84 0.316
H 0.0613 -0.4942 -1.6648 -0.15 1.68 -2.82 0.401
H 0.8701 0.1688 1.2763 1.30 -0.09 -2.10 0.157
```
Positions in Å, forces in eV/Å.

Calculated values
LUMO level   1.110 eV
Relative energy (zero: lowest compared OMol25 entry of this formula, charge and spin)   237.0 kJ/mol
HOMO level   -11.19 eV
SMILES string   CCC(F)F
Kohn-Sham gap   12.3010 eV
E_tot   -317.5533 Ha
Charge   0